1.
{
  "formula": "C6H10N4",
  "method": "ωB97M-V with the def2-TZVPD basis set",
  "total_charge": 0,
  "gap_ev": [8.089, 8.679],
  "e_lumo_ev": [0.398, 0.750],
  "e_above_lowest_kcal_mol": 93.7,
  "total_energy_ha": -453.50168,
  "elements": ["C", "C", "C", "C", "C", "C", "N", "N", "N", "N", "H", "H", "H", "H", "H", "H", "H", "H", "H", "H"],
  "xyz": [[-0.51815, 1.18007, -3.33198], [0.28154, 0.13215, -3.68330], [-0.26316, 0.02075, -1.57254], [0.29867, 0.39211, 1.92768], [-0.90074, 0.68028, 1.03473], [0.11147, -1.11238, 2.21797], [-0.86163, 1.08922, -2.01195], [0.42740, -0.61769, -2.53813], [-1.07435, -0.62842, 0.38228], [-0.78489, -1.62431, 1.21797], [-0.87994, 1.99287, -3.93192], [0.74242, -0.13850, -4.61079], [1.22618, 0.55917, 1.38063], [0.30757, 0.99184, 2.83406], [-1.79081, 0.89835, 1.63699], [-0.75647, 1.46169, 0.29356], [1.05513, -1.66771, 2.20692], [-0.35823, -1.28164, 3.19404], [0.96473, -1.46294, -2.44087], [-1.92113, -0.77810, -0.15433]],
  "mulliken_charge": [-0.50, -0.29, 0.10, -0.53, -0.53, -0.44, -0.45, -0.05, 0.39, -0.97, 0.42, 0.38, 0.25, 0.35, 0.38, 0.33, 0.30, 0.30, 0.19, 0.37]
}


2.
{
  "formula": "C3H2ClNO",
  "method": "ωB97M-V with the def2-TZVPD basis set",
  "spin_multiplicity": 3,
  "total_charge": 0,
  "gap_ev": [6.915, 7.529],
  "e_lumo_ev": [0.635, -2.999],
  "e_above_lowest_kcal_mol": 34.1,
  "total_energy_ha": -705.47563,
  "elements": ["C", "C", "C", "N", "O", "Cl", "H", "H"],
  "xyz": [[-0.15688, 0.79373, 0.01960], [-0.67018, -0.44919, 0.08037], [-1.47028, 1.36730, 0.22352], [-1.92881, -0.12317, 0.62479], [-2.00796, 2.34096, -0.12809], [-3.30290, -0.68003, -0.19664], [0.84869, 1.09750, -0.21833], [-0.46781, -1.41823, -0.11820]],
  "mulliken_spin": [0.54, 0.63, 0.12, 0.33, 0.22, 0.11, 0.01, 0.04]
}


3.
{
  "formula": "C5H9NO",
  "method": "ωB97M-V with the def2-TZVPD basis set",
  "total_charge": 0,
  "gap_ev": 8.779,
  "e_lumo_ev": 0.820,
  "e_above_lowest_kcal_mol": 76.1,
  "total_energy_ha": -325.81623,
  "elements": ["C", "C", "N", "C", "C", "C", "O", "H", "H", "H", "H", "H", "H", "H", "H", "H"],
  "xyz": [[-1.57948, -0.06844, 1.13516], [-1.28377, -0.33631, -0.33395], [-0.63803, 0.80522, -1.01491], [0.58548, 1.27263, -1.03897], [1.61732, 0.58450, -0.14215], [2.04504, -0.86496, -0.28045], [1.37979, -1.79750, -0.66207], [-0.66556, 0.17429, 1.68232], [-2.27680, 0.76328, 1.26865], [-2.01272, -0.96236, 1.59374], [-2.21457, -0.53496, -0.87355], [-1.28329, 1.34463, -1.58281], [-0.63891, -1.20447, -0.45824], [1.31709, 0.69592, 0.91365], [2.54547, 1.16173, -0.22638], [3.10295, -1.03317, 0.01997]],
  "mulliken_charge": [-0.97, -0.44, 0.01, -0.53, -0.34, 0.12, -0.51, 0.27, 0.31, 0.30, 0.39, 0.28, 0.23, 0.23, 0.32, 0.33]
}


4.
{
  "formula": "C6H35N2O10",
  "method": "ωB97M-V with the def2-TZVPD basis set",
  "total_charge": 1,
  "gap_ev": 8.283,
  "e_lumo_ev": -2.586,
  "e_above_lowest_kcal_mol": 134.2,
  "total_energy_ha": -1111.09069,
  "elements": ["C", "C", "C", "C", "N", "C", "C", "N", "H", "H", "H", "H", "H", "H", "H", "H", "H", "H", "H", "H", "H", "H", "H", "H", "H", "O", "H", "H", "O", "H", "H", "O", "H", "H", "O", "H", "H", "O", "H", "H", "O", "H", "H", "O", "H", "H", "O", "H", "H", "O", "H", "H", "O"],
  "xyz": [[-2.62855, -1.85557, -0.19998], [-2.32448, -0.67293, 0.81430], [-0.91003, -0.12533, 0.84874], [-0.84175, 1.16002, 0.46227], [0.38439, 1.78038, 0.03235], [0.29075, -1.01060, 1.39453], [-0.23755, -1.69304, 2.69208], [-1.77603, -1.85592, -1.39526], [-2.35507, -2.79427, 0.35759], [-3.69477, -1.64491, -0.45455], [-3.17558, -0.00878, 0.91051], [-2.19495, -1.18265, 1.86396], [-1.75298, 1.79509, -0.00537], [1.15121, 1.34118, 0.47557], [0.49139, 2.73866, -0.07250], [1.13665, -0.36183, 1.81161], [0.74168, -1.64135, 0.65820], [-0.32563, -0.95274, 3.35519], [-1.16330, -2.30425, 2.75270], [0.55563, -2.44164, 3.17360], [-0.91242, -1.11667, -1.38176], [-1.21161, -2.75384, -1.51382], [-2.24909, -1.71602, -2.21599], [2.00905, 0.90753, -4.85803], [2.84272, 0.90648, -3.65041], [2.68352, 0.51217, -4.63743], [-2.56091, -4.82129, -1.34879], [-1.01284, -5.00647, -1.68716], [-1.71337, -4.42172, -1.57589], [-2.24464, 4.17368, 1.32230], [-1.10547, 3.42576, 2.22676], [-1.33573, 3.84461, 1.30858], [1.26727, -1.44907, -0.98176], [0.79195, -0.03265, -1.17181], [0.74776, -1.05076, -1.62531], [0.36288, 2.53816, 2.82325], [1.23180, 3.75863, 2.85218], [0.34340, 3.47176, 3.20743], [3.90841, -0.94622, 1.93049], [4.40963, 0.41317, 2.85082], [3.86700, -0.15325, 2.36465], [1.25085, -3.35296, -1.63532], [1.58932, -4.30536, -0.47631], [1.31376, -3.47030, -0.68006], [-1.41072, 0.97299, -3.53914], [-1.70525, -0.29595, -4.37416], [-1.65504, 0.04671, -3.50064], [-0.68492, 4.58292, 0.08921], [-0.17260, 4.90404, -1.25555], [0.16814, 4.71321, -0.37218], [3.81161, 1.98651, 0.93017], [3.00438, 3.05844, 0.19412], [3.00012, 2.40623, 0.90603]],
  "mulliken_charge": [-0.54, -0.91, 0.51, -0.55, -0.23, 0.16, -1.70, 0.01, 0.29, 0.29, 0.58, 0.09, -0.02, 0.33, 0.37, 0.06, 0.24, 0.56, 0.42, 0.31, 0.25, 0.35, 0.43, 0.23, 0.32, -0.55, 0.28, 0.26, -0.58, 0.28, 0.31, -0.62, 0.37, 0.30, -0.70, 0.32, 0.37, -0.71, 0.29, 0.29, -0.59, 0.27, 0.26, -0.61, 0.27, 0.28, -0.56, 0.35, 0.31, -0.69, 0.24, 0.29, -0.57]
}


5.
{
  "formula": "C15H22N2O4",
  "method": "ωB97M-V with the def2-TZVPD basis set",
  "total_charge": 0,
  "gap_ev": 8.658,
  "e_lumo_ev": 0.557,
  "e_above_lowest_kcal_mol": 416.2,
  "total_energy_ha": -994.65823,
  "elements": ["C", "H", "O", "C", "C", "C", "C", "C", "C", "H", "O", "C", "H", "H", "H", "C", "O", "N", "H", "C", "H", "C", "N", "C", "C", "H", "O", "C", "C", "H", "H", "H", "H", "H", "H", "H", "H", "H", "H", "H", "H", "H", "H"],
  "xyz": [[-6.26084, -0.63671, 0.74240], [-6.04599, -0.32763, 1.69502], [-4.96880, -1.13013, 0.13968], [-3.94577, -0.49540, 0.09917], [-3.88364, 0.68619, 0.37460], [-2.74627, 1.41851, 0.47729], [-1.64314, 0.75880, 0.09062], [-1.67248, -0.44111, -0.59329], [-2.92074, -1.08889, -0.45781], [-2.94848, -2.19098, -0.66008], [-0.58160, -0.88326, -0.91768], [-0.67545, -2.36765, -1.31356], [-1.22763, -2.86654, -2.15358], [0.46458, -2.65453, -1.45550], [-0.87981, -3.05301, -0.45756], [-0.38594, 1.68901, 0.02997], [-0.16298, 2.53398, 0.67705], [0.59994, 1.30282, -0.90245], [0.60048, 0.63968, -1.60956], [1.88502, 2.06691, -0.95136], [1.91472, 2.72298, -0.32938], [2.98202, 1.14378, -0.83856], [3.40280, 0.79623, 0.43082], [4.72990, 0.36745, 0.79294], [5.11821, -0.93385, -0.09918], [5.11292, -1.14095, -0.96411], [4.27411, -2.23648, 0.74358], [2.94513, -1.58682, 0.45390], [2.46516, -0.37003, 1.06716], [2.70422, -0.31957, 2.11265], [1.51760, -0.00545, 0.66371], [2.67903, -1.87630, -0.72020], [2.35362, -2.45601, 1.04370], [6.11196, -1.51634, 0.40797], [4.92050, 0.30216, 1.70452], [5.49497, 1.24092, 0.17156], [4.00152, 1.56964, -1.57194], [2.88698, 0.20397, -1.37929], [1.95451, 2.61701, -1.99831], [-2.70568, 2.65997, 0.84142], [-4.68010, 1.31929, 1.07743], [-6.75998, 0.28932, 0.28553], [-7.16800, -1.45850, 0.62886]],
  "mulliken_charge": [-0.90, 0.45, -0.47, 0.46, 0.39, -0.96, 0.53, 0.94, -1.01, 0.35, -0.24, -1.08, 0.43, 0.21, 0.45, 0.48, -0.46, -0.27, 0.16, -1.67, 0.82, -0.22, -0.13, -0.78, -0.76, 0.66, -0.48, -0.01, 0.02, 0.36, -0.24, 0.00, 0.25, 0.23, 0.54, 0.28, 0.28, 0.34, 0.30, 0.15, 0.07, 0.30, 0.22]
}


Computed max |F| (hartree/bohr) in order:
0.03318 0.10566 0.00907 0.28466 0.37471